Entry 1:
Computed, not measured: a molecular structure, C57H59F6N6O5P2RbS6, with ωB97M-V/def2-TZVPD.

Properties
Charge = -2
2S+1 = 1
Kohn-Sham gap = 3.1 eV

Each line ends with the Löwdin charge.
Positions of all 142 atoms, in Å:
Rb1 0.517 -1.986 0.070  0.72
F1 3.069 -5.488 -1.367  0.12
C1 2.251 -4.593 -1.935  -0.65
F2 2.069 -4.963 -3.207  0.12
F3 1.073 -4.642 -1.328  0.12
S1 3.111 -2.905 -1.923  0.56
O1 2.067 -1.923 -1.769  -0.50
O2 3.855 -2.959 -3.147  -0.28
N1 4.085 -2.948 -0.685  -0.28
S2 3.402 -2.876 0.745  0.52
O3 3.167 -1.564 1.280  -0.36
O4 2.311 -3.815 0.886  -0.39
C2 4.783 -3.639 1.696  -0.67
F4 5.182 -4.780 1.142  0.14
F5 4.348 -3.901 2.930  0.14
F6 5.828 -2.818 1.777  0.14
C3 -2.177 1.241 3.307  -0.29
N2 -1.006 1.529 4.124  -0.16
C4 -0.134 0.402 4.388  -0.30
P1 0.967 -0.105 2.943  1.06
C5 1.999 -1.195 4.024  -0.38
C6 1.390 -2.365 4.480  -0.10
C7 2.052 -3.224 5.347  -0.09
C8 3.343 -2.934 5.760  -0.11
C9 3.977 -1.800 5.273  -0.10
C10 3.315 -0.942 4.407  -0.09
C11 1.970 1.423 2.787  -0.36
C12 2.497 2.158 3.851  -0.10
C13 3.158 3.354 3.626  -0.08
C14 3.293 3.839 2.327  -0.10
C15 2.774 3.117 1.266  -0.10
C16 2.128 1.909 1.494  -0.13
C17 -0.902 2.724 4.819  -0.22
C18 -1.620 3.864 4.412  -0.04
C19 -1.517 5.063 5.095  -0.10
C20 -0.703 5.193 6.211  -0.13
C21 0.003 4.076 6.631  -0.11
C22 -0.092 2.867 5.961  -0.05
P2 -2.011 0.857 1.459  1.10
C23 -1.685 2.495 0.699  -0.40
C24 -2.241 2.786 -0.549  -0.14
C25 -1.971 3.989 -1.178  -0.09
C26 -1.128 4.918 -0.580  -0.10
C27 -0.532 4.620 0.635  -0.09
C28 -0.802 3.410 1.264  -0.12
C29 -3.845 0.753 1.281  -0.38
C30 -4.674 1.876 1.292  -0.11
C31 -6.051 1.738 1.227  -0.09
C32 -6.621 0.471 1.152  -0.11
C33 -5.806 -0.648 1.151  -0.07
C34 -4.424 -0.510 1.223  -0.11
H1 -2.919 2.024 3.436  0.07
H2 -2.632 0.316 3.685  0.09
H3 -0.734 -0.479 4.645  0.09
H4 0.513 0.603 5.234  0.06
H5 0.392 -2.619 4.138  0.11
H6 1.560 -4.127 5.685  0.10
H7 3.866 -3.606 6.430  0.09
H8 5.002 -1.588 5.552  0.10
H9 3.836 -0.081 4.007  0.10
H10 2.387 1.802 4.868  0.10
H11 3.553 3.918 4.462  0.10
H12 3.794 4.785 2.155  0.09
H13 2.840 3.484 0.249  0.10
H14 1.722 1.367 0.647  0.02
H15 -2.234 3.831 3.525  0.09
H16 -2.077 5.914 4.728  0.10
H17 -0.622 6.135 6.737  0.09
H18 0.642 4.135 7.504  0.09
H19 0.466 2.031 6.353  0.09
H20 -2.875 2.060 -1.045  0.10
H21 -2.410 4.188 -2.147  0.11
H22 -0.924 5.862 -1.071  0.09
H23 0.153 5.320 1.099  0.10
H24 -0.301 3.181 2.196  0.08
H25 -4.241 2.870 1.322  0.10
H26 -6.680 2.620 1.219  0.10
H27 -7.695 0.364 1.068  0.10
H28 -6.235 -1.638 1.065  0.11
H29 -3.793 -1.394 1.216  0.00
S3 -2.209 -3.354 0.630  0.01
C35 4.381 0.190 -4.596  -0.09
C36 2.887 -0.031 -4.746  -0.25
N3 2.188 0.720 -3.712  0.01
C37 0.990 0.444 -3.151  -0.82
S4 0.545 1.232 -1.700  0.64
N4 0.098 -0.367 -3.712  0.03
C38 0.046 -1.056 -4.994  -0.21
C39 0.306 -2.548 -4.868  -0.06
H30 4.916 -0.346 -5.380  0.07
H31 4.733 -0.181 -3.634  0.05
H32 4.630 1.252 -4.672  0.07
H33 2.671 -1.094 -4.655  0.09
H34 2.566 0.306 -5.736  0.11
H35 2.777 1.216 -3.058  0.07
H36 -0.640 -0.648 -3.069  0.07
H37 0.728 -0.582 -5.698  0.09
H38 -0.966 -0.891 -5.374  0.10
H39 1.324 -2.745 -4.531  0.05
H40 0.157 -3.040 -5.832  0.08
H41 -0.383 -2.989 -4.145  0.06
S5 4.843 0.659 -0.612  0.76
C40 5.753 1.783 0.141  -0.85
N5 5.654 3.120 -0.251  0.04
C41 6.381 4.128 0.267  -0.10
C42 7.239 3.880 1.284  -0.07
C43 7.284 2.524 1.722  -0.14
N6 6.610 1.541 1.209  0.08
H42 4.998 3.277 -1.003  0.13
H43 6.228 5.108 -0.165  0.13
H44 7.841 4.655 1.729  0.09
H45 7.927 2.265 2.562  0.11
O5 -1.138 -2.407 -1.930  -0.77
S6 -2.420 -2.274 -1.120  0.40
C44 -3.336 -0.207 -3.591  -0.08
C45 -4.713 -0.152 -3.594  -0.38
C46 -5.491 0.435 -2.527  -0.08
C47 -6.866 0.467 -2.544  -0.16
C48 -7.620 -0.074 -3.595  -0.19
C49 -6.900 -0.671 -4.637  -0.18
C50 -5.524 -0.716 -4.649  -0.12
C51 -3.675 -3.319 -1.986  -0.32
C52 -3.055 -4.128 -3.079  -0.27
C53 -2.073 -5.079 -2.802  -0.05
C54 -1.464 -5.781 -3.830  -0.09
C55 -1.826 -5.545 -5.152  -0.12
C56 -2.798 -4.596 -5.435  -0.10
C57 -3.401 -3.886 -4.403  -0.03
H46 -2.810 -0.716 -4.391  0.01
H47 -2.745 0.255 -2.809  0.01
H48 -4.962 0.846 -1.671  0.08
H49 -7.381 0.919 -1.700  0.07
H50 -8.701 -0.040 -3.596  0.05
H51 -7.442 -1.118 -5.468  0.08
H52 -5.014 -1.178 -5.490  0.08
H53 -4.400 -2.606 -2.382  0.07
H54 -4.111 -3.931 -1.201  0.06
H55 -1.780 -5.244 -1.772  0.10
H56 -0.688 -6.501 -3.601  0.10
H57 -1.340 -6.086 -5.955  0.09
H58 -3.080 -4.394 -6.462  0.09
H59 -4.146 -3.129 -4.617  0.09

Atoms 1-2, force components in eV/Å:
-1.62 0.98 1.49
-0.04 -0.09 -0.03

---

Entry 2:
Computed, not measured: a molecular structure, C57H62MgN3O7P2, with ωB97M-V/def2-TZVPD.

Properties
Charge = +1
2S+1 = 1
Kohn-Sham gap = 7.2 eV

Each line ends with the Löwdin charge.
Positions of all 132 atoms, in Å:
Mg1 0.295 -0.084 0.144  0.51
O1 1.729 -0.065 1.620  -0.34
P1 3.016 0.721 1.549  0.80
C1 4.222 -0.025 0.394  -0.25
P2 3.295 -0.990 -0.857  0.79
O2 1.909 -0.414 -1.038  -0.36
C2 4.211 -0.833 -2.391  -0.28
C3 3.773 0.159 -3.271  -0.07
C4 4.471 0.397 -4.444  -0.06
C5 5.599 -0.353 -4.746  -0.06
C6 6.033 -1.348 -3.877  -0.06
C7 5.342 -1.592 -2.698  -0.06
C8 3.330 -2.674 -0.241  -0.26
C9 2.115 -3.352 -0.175  -0.06
C10 2.076 -4.667 0.270  -0.05
C11 3.249 -5.306 0.641  -0.06
C12 4.463 -4.629 0.588  -0.06
C13 4.507 -3.315 0.153  -0.09
C14 2.850 2.414 0.943  -0.25
C15 3.593 3.434 1.541  -0.06
C16 3.533 4.727 1.040  -0.06
C17 2.738 5.011 -0.062  -0.06
C18 2.000 4.002 -0.666  -0.05
C19 2.054 2.709 -0.170  -0.08
C20 3.792 0.765 3.162  -0.29
C21 2.966 0.585 4.271  -0.06
C22 3.512 0.605 5.547  -0.06
C23 4.876 0.805 5.715  -0.06
C24 5.703 0.975 4.612  -0.07
C25 5.164 0.956 3.334  -0.09
H1 4.917 -0.673 0.928  0.07
H2 4.773 0.774 -0.100  0.09
H3 2.877 0.723 -3.035  0.11
H4 4.131 1.167 -5.126  0.11
H5 6.145 -0.169 -5.663  0.11
H6 6.909 -1.937 -4.117  0.11
H7 5.679 -2.377 -2.034  0.09
H8 1.216 -2.857 -0.522  0.07
H9 1.129 -5.194 0.311  0.11
H10 3.224 -6.337 0.975  0.11
H11 5.376 -5.128 0.886  0.11
H12 5.461 -2.797 0.139  0.10
H13 4.211 3.224 2.404  0.10
H14 4.109 5.513 1.512  0.11
H15 2.694 6.021 -0.451  0.11
H16 1.380 4.213 -1.529  0.12
H17 1.480 1.946 -0.680  0.09
H18 1.906 0.419 4.122  0.11
H19 2.875 0.458 6.410  0.11
H20 5.301 0.825 6.712  0.11
H21 6.768 1.118 4.745  0.11
H22 5.812 1.089 2.474  0.11
C26 -3.180 2.856 5.607  -0.06
C27 -2.623 3.693 4.454  -0.56
C28 -1.530 4.625 5.008  -0.04
C29 -3.764 4.536 3.867  -0.04
C30 -1.998 2.832 3.365  -0.14
C31 -1.593 3.399 2.160  0.02
C32 -0.970 2.616 1.210  -0.06
N1 -0.735 1.313 1.385  0.08
C33 -1.195 0.727 2.503  -0.17
C34 -1.800 1.463 3.512  0.06
C35 -1.186 -0.779 2.509  -0.16
C36 -1.681 -1.520 3.567  0.05
C37 -1.901 -2.892 3.439  -0.14
C38 -1.636 -3.455 2.197  0.03
C39 -1.087 -2.672 1.196  -0.07
N2 -0.826 -1.372 1.350  0.08
C40 -2.485 -3.691 4.597  -0.55
C41 -1.793 -3.305 5.913  -0.05
C42 -2.319 -5.199 4.380  -0.06
C43 -3.984 -3.361 4.693  -0.03
H23 -3.638 3.520 6.341  0.09
H24 -2.396 2.293 6.119  0.09
H25 -3.950 2.160 5.262  0.09
H26 -1.954 5.286 5.766  0.09
H27 -1.096 5.243 4.218  0.08
H28 -0.724 4.046 5.468  0.09
H29 -4.244 5.106 4.665  0.09
H30 -4.520 3.900 3.400  0.10
H31 -3.409 5.249 3.120  0.08
H32 -1.759 4.447 1.946  0.12
H33 -0.671 3.031 0.254  0.11
H34 -2.146 0.965 4.405  0.10
H35 -1.923 -1.029 4.498  0.11
H36 -1.849 -4.494 1.987  0.11
H37 -0.883 -3.085 0.213  0.10
H38 -0.707 -3.398 5.831  0.10
H39 -2.133 -3.969 6.710  0.09
H40 -2.031 -2.284 6.220  0.08
H41 -1.279 -5.458 4.167  0.09
H42 -2.945 -5.564 3.563  0.08
H43 -2.619 -5.730 5.284  0.09
H44 -4.142 -2.294 4.871  0.09
H45 -4.434 -3.915 5.521  0.09
H46 -4.505 -3.634 3.773  0.09
O3 -1.640 2.173 -2.206  0.04
C44 -1.719 1.001 -1.837  -0.58
O4 -0.777 0.370 -1.227  -0.12
C45 -2.981 0.227 -2.115  -0.14
C46 -3.436 -0.745 -1.237  -0.02
C47 -4.574 -1.513 -1.517  0.01
C48 -5.197 -1.275 -2.716  -0.23
O5 -6.295 -1.901 -3.239  0.03
C49 -6.482 -1.347 -4.546  -0.12
O6 -5.564 -0.261 -4.692  0.03
C50 -4.759 -0.292 -3.583  -0.21
C51 -3.668 0.487 -3.309  0.05
H47 -2.898 -0.903 -0.311  0.10
H48 -4.938 -2.268 -0.832  0.12
H49 -7.500 -0.983 -4.646  0.14
H50 -6.271 -2.108 -5.298  0.13
H51 -3.341 1.277 -3.975  0.14
O7 -0.439 -2.584 -1.930  0.06
C52 -0.129 -3.030 -3.014  -0.46
C53 1.202 -2.796 -3.675  -0.08
C54 0.999 -1.609 -4.647  -0.17
C55 -0.210 -1.674 -5.599  -0.18
C56 -1.581 -1.481 -4.914  -0.16
C57 -2.151 -2.755 -4.253  -0.14
N3 -1.057 -3.656 -3.836  0.06
H52 1.527 -3.695 -4.206  0.13
H53 1.957 -2.524 -2.940  0.08
H54 1.913 -1.495 -5.234  0.11
H55 0.894 -0.704 -4.037  0.11
H56 -0.193 -2.601 -6.186  0.11
H57 -0.085 -0.863 -6.318  0.11
H58 -2.302 -1.102 -5.641  0.11
H59 -1.467 -0.708 -4.149  0.10
H60 -2.790 -3.309 -4.939  0.12
H61 -2.736 -2.492 -3.373  0.10
H62 -0.610 -4.066 -4.641  0.11

Atoms 1-2, force components in eV/Å:
0.62 -0.38 0.35
0.39 0.33 0.02

---

> Number 1 is which compound?

C57H59F6N6O5P2RbS6

---

> What is the formula in the first record?

C57H59F6N6O5P2RbS6